# 1
{"formula": "C45H52BrMgN4O5S8", "method": "wB97M-V/def2-TZVPD", "charge": 1, "total_energy_ha": -8300.744725, "e_lumo_ev": -2.77, "multiplicity": 1, "elements": ["Mg", "O", "S", "C", "C", "C", "C", "S", "O", "C", "C", "C", "C", "C", "C", "C", "C", "C", "C", "C", "C", "H", "H", "H", "H", "H", "H", "H", "H", "H", "H", "H", "H", "H", "H", "H", "H", "H", "H", "C", "C", "S", "C", "C", "S", "C", "C", "S", "H", "H", "H", "H", "H", "H", "H", "H", "H", "H", "H", "H", "O", "S", "O", "N", "C", "S", "C", "C", "C", "C", "C", "C", "H", "H", "H", "H", "Br", "C", "C", "C", "C", "C", "N", "H", "H", "H", "H", "C", "C", "C", "N", "C", "S", "N", "C", "O", "C", "C", "C", "C", "C", "C", "H", "H", "H", "H", "H", "H", "H", "H", "H", "H", "H", "H", "H", "H"], "positions_angstrom": [[0.455, 0.852, 0.451], [-0.332, -0.528, -0.608], [-0.851, -1.876, -1.098], [0.523, -2.996, -0.833], [1.854, -2.503, -1.390], [3.026, -2.888, -0.487], [3.064, -2.178, 0.857], [3.481, -0.419, 0.869], [2.371, 0.321, 0.141], [4.837, -0.369, -0.277], [6.104, -0.695, 0.184], [7.174, -0.626, -0.695], [6.969, -0.220, -2.007], [5.695, 0.114, -2.449], [4.614, 0.040, -1.583], [-0.752, -1.792, -2.876], [-1.075, -2.940, -3.590], [-1.073, -2.886, -4.974], [-0.771, -1.697, -5.629], [-0.470, -0.556, -4.901], [-0.462, -0.598, -3.513], [0.191, -3.944, -1.260], [0.529, -3.156, 0.250], [1.826, -1.422, -1.541], [2.018, -2.956, -2.368], [3.970, -2.728, -1.012], [2.978, -3.959, -0.271], [3.805, -2.623, 1.527], [2.104, -2.206, 1.383], [6.259, -0.989, 1.216], [8.169, -0.879, -0.353], [7.807, -0.157, -2.687], [5.543, 0.432, -3.472], [3.613, 0.306, -1.902], [-1.332, -3.861, -3.076], [-1.318, -3.773, -5.543], [-0.777, -1.662, -6.710], [-0.242, 0.372, -5.411], [-0.226, 0.282, -2.931], [-3.943, 1.227, -1.193], [-3.688, 0.769, 0.233], [-2.144, 1.332, 0.997], [-2.613, 2.554, 2.239], [-3.017, 3.939, 1.760], [-1.731, 4.809, 0.826], [-2.426, 4.971, -0.844], [-2.660, 3.691, -1.639], [-4.321, 2.983, -1.396], [-4.829, 0.698, -1.552], [-3.124, 0.952, -1.860], [-3.643, -0.322, 0.277], [-4.490, 1.099, 0.894], [-1.744, 2.615, 2.899], [-3.425, 2.126, 2.831], [-3.253, 4.553, 2.631], [-3.905, 3.890, 1.133], [-1.683, 5.584, -1.360], [-3.333, 5.572, -0.777], [-1.924, 2.940, -1.364], [-2.538, 3.911, -2.701], [-2.805, -6.872, -0.473], [-1.859, -5.802, -0.529], [-1.139, -5.616, -1.773], [-2.515, -4.368, -0.077], [-2.000, -3.917, 1.042], [-2.460, -2.462, 1.776], [-0.923, -4.798, 1.615], [-0.190, -4.637, 2.779], [0.762, -5.599, 3.098], [0.971, -6.703, 2.276], [0.223, -6.876, 1.116], [-0.710, -5.906, 0.816], [-0.385, -3.792, 3.426], [1.336, -5.502, 4.011], [1.708, -7.445, 2.553], [0.358, -7.742, 0.482], [-0.087, -0.723, 2.911], [1.045, 0.735, 3.362], [1.642, 0.838, 4.607], [2.466, 1.924, 4.842], [2.675, 2.848, 3.826], [2.034, 2.659, 2.620], [1.209, 1.628, 2.386], [1.457, 0.085, 5.359], [2.947, 2.043, 5.804], [3.329, 3.697, 3.958], [2.192, 3.340, 1.796], [1.838, 8.437, -0.635], [1.273, 7.034, -0.815], [2.130, 6.007, -0.088], [1.620, 4.643, -0.261], [1.861, 3.801, -1.253], [0.832, 2.495, -1.582], [2.913, 4.007, -2.110], [4.251, 4.423, -1.907], [4.877, 4.814, -2.856], [4.853, 4.236, -0.557], [4.483, 3.175, 0.265], [5.151, 2.971, 1.463], [6.168, 3.833, 1.848], [6.537, 4.891, 1.026], [5.892, 5.083, -0.184], [1.222, 9.174, -1.147], [2.849, 8.509, -1.039], [1.876, 8.713, 0.421], [1.235, 6.774, -1.876], [0.251, 6.989, -0.430], [2.146, 6.210, 0.985], [3.159, 6.064, -0.427], [0.737, 4.451, 0.208], [2.766, 3.624, -3.034], [3.706, 2.485, -0.046], [4.885, 2.130, 2.093], [6.688, 3.673, 2.784], [7.338, 5.554, 1.323], [6.188, 5.880, -0.854]], "mulliken_charge": [1.73, -0.38, 0.12, 0.09, 0.00, -1.28, -0.50, 0.09, -0.54, 0.94, -0.73, -0.80, -0.58, -0.80, 0.01, 0.40, -0.48, -0.77, -0.59, -0.79, -0.25, 0.60, -0.51, -0.23, 0.50, 0.45, 0.61, 0.76, 0.10, 0.48, 0.44, 0.43, 0.48, 0.22, 0.44, 0.48, 0.40, 0.47, 0.28, -0.47, -0.87, 0.57, -1.00, -0.93, -0.02, -0.64, 0.28, -0.19, 0.58, -0.04, 0.25, 0.55, 0.17, 0.61, 0.57, 0.32, 0.23, 0.57, -0.89, 0.63, -0.74, 1.22, -0.64, -0.53, 0.52, -0.29, 0.28, -0.30, -0.80, -0.52, -0.82, 0.14, 0.59, 0.44, 0.42, 0.54, -0.18, 0.53, -0.86, -0.70, -0.92, -0.86, 0.27, 0.57, 0.45, 0.57, 0.83, -1.46, 0.10, -0.69, 1.39, -0.75, -0.26, 0.17, 0.20, -0.58, -0.54, 1.55, -0.93, -0.87, -0.80, -0.68, 0.42, 0.35, 0.35, 0.30, 0.09, 0.50, 0.22, -0.76, 0.32, 0.31, 0.79, 0.47, 0.43, 0.57]}

# 2
{"formula": "C45H52N6O3PdS", "method": "wB97M-V/def2-TZVPD", "charge": -2, "total_energy_ha": -2826.341046, "relative_energy_kj_mol": 29.9, "e_lumo_ev": [3.65, 3.65], "multiplicity": 1, "elements": ["Pd", "C", "C", "C", "C", "C", "C", "C", "C", "C", "C", "C", "C", "N", "C", "O", "C", "C", "C", "C", "C", "N", "C", "O", "N", "C", "C", "C", "C", "C", "C", "C", "C", "C", "C", "C", "C", "H", "H", "H", "H", "H", "H", "H", "H", "H", "H", "H", "H", "H", "H", "H", "H", "H", "H", "H", "H", "H", "H", "H", "H", "H", "H", "H", "H", "H", "H", "H", "H", "H", "H", "H", "H", "H", "O", "S", "C", "C", "C", "C", "H", "H", "H", "H", "H", "H", "H", "H", "N", "C", "C", "C", "C", "C", "C", "C", "N", "C", "C", "N", "C", "H", "H", "H", "H", "H", "H", "H"], "positions_angstrom": [[0.725, 0.988, 0.139], [3.404, 0.323, -2.614], [4.739, 0.497, -1.882], [5.902, 0.283, -2.846], [4.770, -0.393, -0.660], [5.567, -1.527, -0.578], [5.527, -2.366, 0.532], [4.645, -2.070, 1.561], [3.830, -0.947, 1.512], [2.887, -0.587, 2.639], [2.156, -1.790, 3.225], [3.624, 0.210, 3.714], [3.924, -0.061, 0.422], [3.132, 1.070, 0.401], [3.671, 2.256, 0.543], [4.866, 2.548, 0.779], [2.700, 3.433, 0.399], [3.219, 4.720, 0.492], [2.365, 5.794, 0.321], [1.031, 5.555, 0.044], [0.585, 4.240, -0.037], [1.408, 3.205, 0.158], [-0.893, 4.011, -0.394], [-1.560, 5.035, -0.678], [-1.272, 2.766, -0.376], [-2.537, 2.345, -0.697], [-3.575, 2.339, 0.257], [-4.797, 1.754, -0.051], [-5.034, 1.179, -1.289], [-4.016, 1.196, -2.238], [-2.779, 1.760, -1.966], [-1.663, 1.771, -2.992], [-0.655, 0.653, -2.729], [-2.157, 1.717, -4.437], [-3.343, 3.000, 1.598], [-3.918, 4.417, 1.607], [-3.884, 2.180, 2.769], [3.313, 1.053, -3.424], [2.555, 0.447, -1.935], [3.347, -0.677, -3.055], [4.808, 1.525, -1.516], [5.880, -0.715, -3.292], [6.868, 0.414, -2.357], [5.833, 1.004, -3.663], [6.239, -1.768, -1.393], [6.170, -3.238, 0.586], [4.599, -2.725, 2.425], [2.131, 0.074, 2.186], [2.838, -2.542, 3.630], [1.534, -2.255, 2.459], [1.500, -1.479, 4.041], [4.393, -0.401, 4.199], [2.932, 0.561, 4.484], [4.113, 1.076, 3.269], [4.275, 4.824, 0.690], [2.739, 6.811, 0.388], [0.311, 6.342, -0.126], [-5.587, 1.755, 0.691], [-5.994, 0.731, -1.516], [-4.203, 0.770, -3.216], [-1.134, 2.720, -2.854], [-1.123, -0.329, -2.860], [-0.236, 0.729, -1.705], [0.186, 0.715, -3.424], [-2.610, 0.751, -4.673], [-1.313, 1.848, -5.118], [-2.893, 2.496, -4.646], [-2.257, 3.076, 1.712], [-5.001, 4.386, 1.454], [-3.461, 5.007, 0.813], [-3.725, 4.905, 2.567], [-4.972, 2.094, 2.734], [-3.629, 2.662, 3.716], [-3.465, 1.173, 2.773], [1.149, -1.755, -0.771], [1.079, -3.061, -1.482], [2.637, -3.936, -1.145], [2.448, -4.716, 0.146], [1.050, -5.324, 0.046], [0.140, -4.174, -0.368], [3.397, -3.156, -1.099], [2.833, -4.594, -1.996], [2.498, -4.021, 0.984], [3.230, -5.463, 0.290], [0.717, -5.779, 0.981], [1.040, -6.106, -0.720], [-0.085, -3.509, 0.470], [-0.792, -4.474, -0.844], [-8.100, -5.013, -0.927], [-7.191, -4.396, -0.572], [-6.050, -3.633, -0.127], [-5.422, -2.734, -0.989], [-4.331, -2.006, -0.562], [-3.839, -2.178, 0.740], [-4.475, -3.079, 1.602], [-5.574, -3.797, 1.172], [-2.723, -1.462, 1.165], [-2.275, -1.275, 2.470], [-1.158, -0.517, 2.382], [-0.866, -0.238, 1.063], [-1.806, -0.801, 0.367], [-5.803, -2.586, -1.990], [-3.896, -1.264, -1.215], [-4.099, -3.232, 2.603], [-6.059, -4.495, 1.841], [-2.812, -1.649, 3.320], [-0.535, -0.142, 3.174], [-1.877, -0.761, -0.703]], "mulliken_charge": [-0.72, -0.64, 1.23, -2.21, 0.17, -0.43, -1.35, -0.36, 1.23, 1.81, -1.45, -1.79, -1.13, 1.73, -0.69, -0.88, 0.12, -0.62, -0.55, -0.59, 0.45, 0.28, -0.56, -0.90, 1.25, -1.22, 1.15, -0.63, -1.15, -0.60, 0.70, 1.15, 1.11, -2.09, 0.99, -1.68, -1.48, 0.41, -0.25, 0.20, 0.18, 0.34, 0.44, 0.50, 0.25, 0.31, 0.27, -0.81, 0.36, 0.10, 0.48, 0.34, 0.39, 0.40, 0.51, 0.36, 0.52, 0.25, 0.43, 0.16, 0.30, 0.08, -1.75, 0.62, 0.31, 0.49, 0.39, 0.08, 0.30, 0.38, 0.42, 0.32, 0.43, 0.20, -0.35, 0.07, 0.10, -0.14, -0.92, -0.25, -0.49, 0.49, -0.16, 0.45, 0.37, 0.34, -0.14, 0.55, -0.63, 0.06, 0.56, -1.07, -0.02, 0.48, -0.68, -0.81, 1.24, -0.63, -1.80, 1.53, -1.46, 0.44, 0.51, 0.42, 0.43, 0.37, 0.57, 0.17]}